[1]
Molecular formula: C4H16O3S
Method: DFT, ωB97M-V/def2-TZVPD

For the molar mass, the calculation gives 144.2 u. The structure (SMILES) is CCCSC.O.O.O. The total energy is -21385.49375 eV. For the largest force on an atom, the calculation gives 1.318 eV/Å. As for the energy above the lowest of the compared OMol25 structures with the same formula, charge and spin: 0.0 kJ/mol. As for the HOMO-LUMO gap: 9.19 eV. The calculation puts the HOMO energy at -8.605 eV.

Each line ends with the natural charge from an NBO analysis.
Geometry (Å):
C -0.4901 2.5464 -0.3500  -0.615
C -1.1539 1.4552 0.5028  -0.404
C -0.9241 0.0144 0.0230  -0.534
S 0.8020 -0.2519 -0.4411  0.121
C 0.6843 -1.9741 -0.9769  -0.747
H -0.7436 2.5336 -1.4104  0.212
H -0.8618 3.5008 0.0329  0.207
H 0.5937 2.5522 -0.2451  0.203
H -2.2211 1.6470 0.5342  0.211
H -0.6887 1.5155 1.4885  0.204
H -1.5763 -0.3043 -0.7909  0.217
H -1.0958 -0.6339 0.8801  0.248
H 0.0442 -1.9875 -1.8586  0.229
H 1.6556 -2.3128 -1.3275  0.227
H 0.2447 -2.6156 -0.2179  0.242
O -0.2393 -2.2303 2.2627  -0.986
H -0.6278 -2.5729 3.0683  0.478
H 0.5176 -1.6525 2.4188  0.506
O -0.2901 -0.0251 -3.5696  -0.962
H 0.4712 0.2044 -3.0264  0.483
H -0.0988 0.1528 -4.4905  0.472
O 1.7187 -0.0945 2.6706  -0.973
H 2.5022 0.2999 3.0697  0.475
H 1.7771 0.2333 1.7534  0.487

***

[2]
Molecular formula: C10H9NO
Method: DFT, ωB97M-V/def2-TZVPD

For the molar mass, the calculation gives 159.2 u. The structure (SMILES) is Cc1nc2ccccc2cc1O. The total energy is -14052.51524 eV. For the largest force on an atom, the calculation gives 4.710 eV/Å. As for the energy above the lowest of the compared OMol25 structures with the same formula, charge and spin: 114.2 kJ/mol. As for the HOMO-LUMO gap: 8.89 eV. The calculation puts the HOMO energy at -8.425 eV.

Each line ends with the natural charge from an NBO analysis.
Geometry (Å):
C -2.8419 1.3203 -0.1145  -0.695
C -1.6236 0.5131 -0.0399  0.148
N -0.5330 1.2573 -0.0164  -0.388
C 0.6444 0.5508 -0.1056  0.103
C 1.8200 1.3501 -0.0438  -0.168
C 3.0453 0.6956 -0.0094  -0.213
C 3.0918 -0.7249 -0.0077  -0.210
C 2.0191 -1.4744 -0.0401  -0.194
C 0.7507 -0.8232 -0.1569  -0.075
C -0.4668 -1.5335 -0.1698  -0.199
C -1.6716 -0.8961 -0.0097  0.250
O -2.8416 -1.5621 0.0540  -0.649
H -3.4687 1.0670 -1.0360  0.236
H -2.4444 2.3753 -0.2517  0.263
H -3.4217 1.4710 0.8686  0.224
H 1.8669 2.4322 0.3562  0.230
H 3.9325 1.2268 0.0640  0.208
H 4.0307 -1.2593 0.1760  0.211
H 2.0559 -2.5412 -0.0533  0.214
H -0.4926 -2.5843 -0.0963  0.215
H -3.4514 -0.8605 0.6323  0.489

***

[3]
Molecular formula: C23H34AlCl39F5N4O
Method: DFT, ωB97M-V/def2-TZVPD

For the molar mass, the calculation gives 1887.2 u. The charge is -1. The total energy is -540971.43648 eV. For the largest force on an atom, the calculation gives 2.508 eV/Å. As for the HOMO-LUMO gap: 6.92 eV. The calculation puts the HOMO energy at -5.301 eV.

Each line ends with the Löwdin charge.
Geometry (Å):
N -0.3824 0.3511 1.6803  0.072
C -0.7511 0.7024 0.5167  -0.391
C -0.3790 0.0008 -0.7152  -0.201
Al 1.6226 -0.0367 -1.0986  0.457
C 2.5020 -0.7909 0.5832  -0.213
C 4.0462 -0.6830 0.6229  -0.271
C 4.5833 0.4981 1.4390  -0.181
C 4.0291 0.5871 2.8772  -0.235
O 3.5954 1.9201 3.1879  -0.136
C 2.4654 1.7778 -1.4587  -0.134
C 1.5551 2.8544 -2.0621  -0.721
N 0.3197 3.1010 -1.3306  0.080
N 2.3420 4.1344 -2.0199  0.022
N 1.2298 2.6152 -3.4686  0.053
C 1.8516 -1.3754 -2.6799  -0.403
F 1.2414 -2.5614 -2.3300  0.005
F 1.1554 -0.9072 -3.7613  0.004
C 3.2619 -1.7099 -3.0980  -0.641
F 3.9604 -0.6541 -3.4256  0.183
F 3.2416 -2.5076 -4.2173  0.050
F 3.8858 -2.4222 -2.1911  0.152
H -0.7857 1.0184 2.3388  0.019
H -1.3970 1.5861 0.4062  0.097
H -0.9357 0.3518 -1.5858  0.051
H -0.6774 -1.0459 -0.5915  0.047
H 2.2193 -1.8455 0.6236  -0.007
H 2.0546 -0.3369 1.4653  0.017
H 4.4665 -0.5973 -0.3799  0.081
H 4.4521 -1.5990 1.0650  0.090
H 5.6627 0.3602 1.5330  0.099
H 4.4502 1.4671 0.9637  0.097
H 4.8393 0.4038 3.5802  0.109
H 3.2536 -0.1471 3.0862  0.110
H 2.7673 2.0629 2.7094  0.033
H 3.2950 1.6364 -2.1575  0.059
H 2.8887 2.1912 -0.5380  0.044
H 0.4431 3.0209 -0.3339  -0.016
H -0.4469 2.5358 -1.6665  0.058
H 1.6396 4.8708 -2.0278  0.005
H 2.7593 4.1931 -1.1033  -0.014
H 1.9589 3.1070 -3.9664  0.014
H 0.3876 3.1518 -3.6530  0.004
C -2.0248 -2.9273 2.6676  -1.523
Cl -2.8656 -2.3089 1.2428  0.533
Cl -0.3673 -3.3739 2.2607  0.507
Cl -2.0730 -1.7386 3.9754  0.485
H -2.5428 -3.8163 3.0018  0.006
C 3.0015 3.2498 5.9619  -1.535
Cl 1.2961 3.4958 5.5882  0.514
Cl 3.8828 4.7836 5.9305  0.491
Cl 3.1751 2.4672 7.5398  0.508
H 3.4255 2.5996 5.2022  -0.019
C -1.3585 0.0580 7.5235  -1.564
Cl -2.2183 0.5946 6.0821  0.483
Cl 0.3003 -0.3906 7.1282  0.533
Cl -1.3883 1.3103 8.7708  0.519
H -1.8610 -0.8140 7.9133  -0.054
C 1.7166 -4.3274 -6.6656  -1.532
Cl 1.9252 -4.3603 -8.4230  0.519
Cl 0.9323 -2.8528 -6.1400  0.598
Cl 0.7945 -5.7318 -6.1115  0.514
H 2.6969 -4.3687 -6.2069  0.009
C -2.9282 -4.3170 -5.3668  -1.544
Cl -2.7510 -4.3731 -7.1188  0.513
Cl -3.6985 -2.8111 -4.8688  0.541
Cl -3.8568 -5.7097 -4.7931  0.529
H -1.9411 -4.3593 -4.9212  -0.005
C 0.4692 5.8263 -5.7634  -1.529
Cl 1.8950 6.8670 -5.7100  0.518
Cl 0.9278 4.1472 -6.0356  0.593
Cl -0.4701 5.9821 -4.2739  0.525
H -0.1514 6.1477 -6.5890  0.006
C 1.4680 5.3280 2.0539  -1.491
Cl 2.9810 5.2792 2.9568  0.546
Cl 1.7598 5.8477 0.3917  0.579
Cl 0.6911 3.7372 2.0668  0.583
H 0.8010 6.0319 2.5317  -0.048
C -5.8095 -1.1751 7.3768  -1.512
Cl -5.7131 0.5908 7.4162  0.506
Cl -6.5203 -1.7380 5.8660  0.518
Cl -4.2103 -1.8885 7.6109  0.555
H -6.4447 -1.4952 8.1917  0.013
C -7.3714 -4.4041 -5.8251  -1.562
Cl -7.1906 -4.4601 -7.5812  0.513
Cl -8.1418 -2.8965 -5.3271  0.519
Cl -8.2982 -5.7949 -5.2516  0.513
H -6.3846 -4.4452 -5.3788  -0.049
C -8.9019 1.4039 3.7463  -1.544
Cl -7.9977 1.0191 5.2113  0.482
Cl -7.8252 2.0190 2.4927  0.533
Cl -9.7860 -0.0134 3.1685  0.516
H -9.6217 2.1762 3.9824  0.009
C 3.2945 -5.7821 1.5092  -1.539
Cl 2.1457 -4.5077 1.1236  0.525
Cl 4.9494 -5.1663 1.4817  0.524
Cl 2.9265 -6.5080 3.0804  0.515
H 3.2104 -6.5537 0.7550  -0.008
C -1.8349 7.7417 0.6083  -1.531
Cl -0.8405 8.0256 2.0414  0.552
Cl -1.5092 6.1665 -0.1112  0.529
Cl -3.5483 7.9062 1.0126  0.518
H -1.5883 8.5016 -0.1214  0.013
C 2.5651 -7.0613 -3.1704  -1.559
Cl 3.4309 -8.3253 -2.2853  0.516
Cl 0.8266 -7.3549 -3.1384  0.504
Cl 2.9370 -5.4676 -2.5212  0.582
H 2.8892 -7.0903 -4.2029  -0.006

***

[4]
Molecular formula: C3H6N5O2
Method: DFT, ωB97M-V/def2-TZVPD

For the molar mass, the calculation gives 144.1 u. The charge is -1. The total energy is -14748.22428 eV. For the largest force on an atom, the calculation gives 4.642 eV/Å. As for the energy above the lowest of the compared OMol25 structures with the same formula, charge and spin: 150.1 kJ/mol. As for the HOMO-LUMO gap (alpha / beta): 6.92 / 6.92 eV. The calculation puts the HOMO energy (alpha / beta) at -3.035 / -3.036 eV.

Each line ends with the natural charge from an NBO analysis.
Geometry (Å):
C -0.1067 -0.3741 -0.3858  0.085
C -0.3494 1.0516 -2.7864  0.337
C 0.9104 0.6877 0.1948  -0.656
N 0.3461 -0.8606 -1.7311  -0.498
N 0.2012 -0.0409 -2.6860  -0.149
N -0.7286 1.9858 -3.5665  -0.433
N -1.3533 0.3234 -0.3028  -0.822
N -0.4415 3.2402 -3.3078  0.613
O -0.2747 3.4978 -2.1359  -0.477
O -0.3717 4.0651 -4.2351  -0.480
H -0.2952 -1.3308 0.2752  0.168
H -1.3122 1.0649 -0.9932  0.348
H 1.7079 0.1004 0.6578  0.199
H 0.3673 1.2781 0.9524  0.205
H 1.2972 1.4775 -0.4869  0.228
H -2.1128 -0.3007 -0.8342  0.333

***

[5]
Molecular formula: C5H11NO
Method: DFT, ωB97M-V/def2-TZVPD

For the molar mass, the calculation gives 101.1 u. The structure (SMILES) is C=NCCCCO. The total energy is -8899.90164 eV. For the largest force on an atom, the calculation gives 1.203 eV/Å. As for the energy above the lowest of the compared OMol25 structures with the same formula, charge and spin: 173.3 kJ/mol. As for the HOMO-LUMO gap: 10.72 eV. The calculation puts the HOMO energy at -9.679 eV.

Each line ends with the natural charge from an NBO analysis.
Geometry (Å):
C 1.1309 -1.8858 1.6097  -0.049
N 1.4172 -1.4808 0.4634  -0.392
C 1.5173 -0.0676 0.2164  -0.246
C 0.7388 0.3420 -1.0263  -0.401
C -0.7279 0.0052 -0.9849  -0.434
C -1.5467 0.7254 0.0817  -0.059
O -1.9773 2.0121 -0.3394  -0.727
H 1.0218 -2.9431 1.8455  0.170
H 0.9166 -1.2115 2.4475  0.131
H 2.5639 0.2000 0.0696  0.210
H 1.1773 0.4994 1.0903  0.158
H 1.2117 -0.1353 -1.8711  0.213
H 0.8539 1.4262 -1.1218  0.211
H -0.8956 -1.0745 -0.8937  0.213
H -1.2175 0.1843 -1.9200  0.203
H -0.9224 0.9087 0.9445  0.174
H -2.4165 0.1204 0.3514  0.161
H -2.5101 1.9611 -1.1451  0.463